1.
68
Properties=species:S:1:pos:R:3 method="wB97M-V/def2-TZVPD" de_lowest_kcal_mol=19.4 molar_mass_g_mol=798.71 max_force_ha_per_bohr=0.033 charge=+2 s_squared=3.753 orbital_gap_ha="0.3164 / 0.3165" e_tot_ev=-83547.4925 e_homo_ev="-13.92 / -13.92" spin_multiplicity=4
Er 0.04261 -0.21075 -0.12255
N 0.29859 5.36493 1.41449
C 0.53017 4.07591 1.72755
C 0.24113 3.02482 0.83911
N 0.48313 1.76560 1.17775
C 1.00225 1.50829 2.38450
C 1.29130 2.55248 3.24520
N 1.06536 3.81731 2.92609
H -0.10098 5.64658 0.53967
H 0.52108 6.06859 2.09791
H -0.16936 3.21762 -0.14592
H 1.18887 0.47769 2.65642
H 1.72260 2.35730 4.22104
O -6.50716 0.35634 4.58080
C -6.10542 1.60339 4.05345
N -4.78561 2.03650 4.45197
C -3.58505 1.65603 3.94320
O -2.52800 2.09897 4.36193
C -3.52984 0.64105 2.82455
C -4.33629 -0.47486 2.66175
C -4.04581 -1.36460 1.62819
C -2.95731 -1.12609 0.82689
N -2.15155 -0.05846 0.99351
C -2.45600 0.79962 1.96477
H -6.75928 0.44772 5.50459
H -6.79399 2.39476 4.33141
H -6.13326 1.49515 2.97573
H -4.70487 2.66097 5.23942
H -5.16521 -0.66529 3.33536
H -4.64973 -2.24838 1.46884
H -2.69460 -1.81532 0.04058
H -1.80108 1.64541 2.11265
C 0.67624 -0.32011 -4.38943
N -0.73725 0.04986 -4.35639
C -1.47675 -0.08017 -5.62263
C -2.63636 0.88376 -5.64153
C -3.47431 0.64538 -4.40795
N -2.64168 0.69570 -3.19436
C -3.34428 1.08752 -1.97623
C -1.34667 0.35282 -3.20188
O -0.67355 0.31142 -2.10050
H 1.09965 0.02229 -5.32980
H 0.81360 -1.40217 -4.32391
H 1.20461 0.16602 -3.58518
H -1.82263 -1.10948 -5.74207
H -0.78256 0.12988 -6.43258
H -3.23382 0.74125 -6.53927
H -2.26176 1.90884 -5.64271
H -3.97780 -0.32186 -4.46064
H -4.24110 1.40864 -4.30547
H -3.89833 2.00561 -2.16808
H -2.65264 1.26766 -1.17153
H -4.05395 0.31698 -1.66895
I 4.47574 -2.41194 -3.65246
C 4.03842 -0.97971 -2.21426
C 5.00890 -0.13119 -1.70366
C 4.63268 0.80891 -0.75575
C 3.31343 0.87522 -0.35993
N 2.37176 0.05722 -0.84938
C 2.74196 -0.86143 -1.75553
H 6.03869 -0.20550 -2.03283
H 5.35793 1.48850 -0.32681
H 2.99255 1.60966 0.36453
H 1.98055 -1.53277 -2.12130
F 1.15402 -1.63304 1.07889
C -0.08309 -2.42324 0.67581
F 0.14563 -2.28593 -0.83262
H 0.22649 -3.43749 0.86060

***

2.
55
Properties=species:S:1:pos:R:3 method="wB97M-V/def2-TZVPD" molar_mass_g_mol=376.34 max_force_ha_per_bohr=0.091 charge=-1 s_squared=6.052 orbital_gap_ha="0.0741 / 0.2157" e_tot_ev=-60206.1052 e_homo_ev="0.55 / -6.39" spin_multiplicity=5
C -3.98683 2.06539 -0.58921
C -2.53817 1.69641 -0.35522
N -2.19868 0.26325 -0.17120
C -2.47779 -0.24035 1.18608
C -3.89780 -0.63882 1.56233
C -2.59174 -0.64545 -1.24612
C -2.82572 -0.03435 -2.61902
H -4.07511 3.15734 -0.57761
H -4.34501 1.71762 -1.56132
H -4.64030 1.67074 0.19220
H -1.92326 2.04225 -1.19670
H -2.16000 2.19656 0.54686
H -1.81317 -1.10315 1.32194
H -2.11603 0.54862 1.86211
H -3.87693 -1.01183 2.59304
H -4.58845 0.20965 1.52831
H -4.27119 -1.44548 0.92272
H -1.76690 -1.36804 -1.31947
H -3.46695 -1.24699 -0.94418
H -2.50036 -0.75570 -3.37607
H -3.89162 0.15057 -2.78948
H -2.26707 0.89197 -2.78657
C 4.65020 2.29643 -0.50470
C 4.87069 0.86299 -0.41301
C 3.87058 0.19977 -1.23241
C 3.03062 1.22294 -1.83198
C 3.50915 2.51953 -1.37789
Fe 3.04103 1.35979 0.14324
C 2.37491 2.51030 1.61759
C 3.10999 1.36315 2.12046
C 2.50201 0.17470 1.58661
C 1.31373 0.56184 0.79364
C 0.42487 -0.29463 0.07382
C 0.46555 -1.71505 0.26686
C 0.21480 -2.61602 -0.80755
C 0.11428 -3.98269 -0.58261
C 0.28655 -4.50798 0.70680
C 0.61070 -3.65170 1.76828
C 0.70646 -2.28231 1.55714
C 1.30677 2.03107 0.77878
H 5.27634 3.06638 -0.06200
H 5.69348 0.37457 0.10110
H 3.82056 -0.86556 -1.44180
H 2.24496 1.05106 -2.56204
H 3.12859 3.48496 -1.69967
H 2.56394 3.54874 1.88165
H 3.94320 1.38614 2.82071
H 2.77258 -0.85536 1.79117
H -0.08849 0.14040 -0.78202
H 0.11633 -2.20475 -1.81681
H -0.09868 -4.64870 -1.42069
H 0.18212 -5.57842 0.88398
H 0.79141 -4.05120 2.76882
H 0.95100 -1.62497 2.39515
H 0.51888 2.60435 0.29598

***

3.
57
Properties=species:S:1:pos:R:3 method="wB97M-V/def2-TZVPD" de_lowest_kcal_mol=503.3 molar_mass_g_mol=366.50 max_force_ha_per_bohr=0.354 orbital_gap_ha=0.2888 e_tot_ev=-31393.2465 e_homo_ev=-7.34 spin_multiplicity=1
C -4.96126 -1.27145 1.70394
C -4.28423 -0.09316 1.55548
C -4.50250 1.00359 0.43473
C -3.29605 1.39581 -0.10104
C -2.87070 2.51382 0.10203
C -1.74593 3.10113 -0.17679
C -1.03566 2.25144 -0.90184
C -1.39433 1.12567 -1.52653
C -2.62146 0.63416 -0.99879
O -3.06854 -0.65974 -1.20815
C -2.36190 -1.47673 -1.64465
C -2.05751 -2.54428 -0.61563
O -3.09012 -3.40894 -0.09580
H -3.68931 -2.42280 0.31961
C -1.17258 -1.94213 0.46741
N -0.01281 -1.33847 0.23961
C 1.14988 -2.43378 -0.08454
C 2.28240 -1.60945 -0.65687
N 2.90836 -0.44556 0.12059
C 4.10656 -0.11242 0.25026
C 4.47980 1.17742 0.06024
C 5.74588 1.62618 0.32285
C 6.84326 0.67465 0.21364
C 6.41297 -0.72378 0.31249
C 5.14163 -0.96030 -0.11059
H 4.96252 -2.15467 0.13587
H 7.24286 -1.73064 0.13806
H 7.92935 0.99904 0.13442
H 6.05720 2.54058 0.28874
H 3.81942 1.92691 0.20767
C 1.78049 0.52485 0.41844
C 0.51818 -0.32971 0.91774
H -0.21024 0.46942 1.23758
H 0.80628 -0.88842 1.98855
H 2.09711 1.05796 1.21762
H 1.50536 1.16377 -0.39846
H 3.13180 -2.26992 -1.13192
H 2.00553 -1.06104 -1.41728
H 0.73647 -2.97865 -0.82489
H 1.30412 -2.65240 0.88971
H -0.88885 -2.73094 1.56257
H -1.94276 -1.06778 1.24400
H -1.47018 -3.51362 -0.89763
H -1.43204 -1.47731 -2.11111
H -3.01700 -2.15346 -2.46855
H -0.60055 0.44563 -2.07043
H 0.06678 2.63730 -1.43499
C -1.09085 4.41135 0.19990
H -1.99242 5.38024 -0.07343
H -0.49938 4.92757 -0.38878
H -0.90141 4.62103 1.16292
H -3.47479 3.35524 0.85152
H -5.04821 1.81455 0.76289
H -5.16757 0.36512 -0.24393
H -3.63550 0.16734 2.45166
H -4.79249 -1.85744 2.64365
H -5.73538 -1.65912 0.79705